1.
Entry from the Open Molecules 2025 dataset: C34H27N4O4STeW as an isolated structure at a distorted geometry (ωB97M-V/def2-TZVPD).

Each line ends with the Mulliken charge.
Geometry (Å):
1 W -0.04100 0.50970 0.70870  2.196
2 O 1.10780 1.80830 -0.04190  0.116
3 C 1.38700 2.65980 -1.02480  0.047
4 C 2.71260 2.98830 -1.33770  -0.738
5 C 2.99670 3.91580 -2.31890  -0.663
6 C 1.96930 4.55560 -3.01070  -0.836
7 C 0.66080 4.23800 -2.73080  -0.995
8 C 0.33730 3.28250 -1.75060  1.044
9 C -1.03200 2.93190 -1.53100  -0.234
10 N -1.44240 2.04900 -0.68570  0.276
11 C -2.87320 1.77810 -0.65830  -1.155
12 C -3.10230 0.28070 -0.86340  -0.740
13 N -2.27500 -0.49050 0.06240  0.031
14 C -2.48260 -1.76800 0.05560  -0.233
15 C -1.81900 -2.71530 0.89650  0.885
16 C -2.16540 -4.07740 0.89210  -1.006
17 C -1.54150 -4.96030 1.74360  -0.781
18 C -0.57160 -4.50910 2.63930  -0.577
19 C -0.20210 -3.18320 2.66390  -0.651
20 C -0.80310 -2.27860 1.78350  0.188
21 O -0.45520 -1.00060 1.77300  -0.219
22 H 3.50030 2.50150 -0.78210  0.540
23 H 4.02530 4.15790 -2.53990  0.470
24 H 2.20010 5.30040 -3.75730  0.435
25 H -0.14030 4.73010 -3.26190  0.455
26 H -1.75860 3.46240 -2.15490  0.302
27 H -3.40830 2.34200 -1.43340  0.559
28 H -3.28420 2.07540 0.31700  0.090
29 H -2.84010 0.01670 -1.89570  0.240
30 H -4.16340 0.04580 -0.71240  0.650
31 H -3.23480 -2.18880 -0.61700  0.438
32 H -2.94230 -4.41340 0.22130  0.446
33 H -1.80320 -6.00540 1.73520  0.428
34 H -0.10900 -5.19950 3.32720  0.471
35 H 0.54190 -2.80990 3.35240  0.470
36 O -0.08820 -0.15550 -1.13700  0.256
37 C 0.29150 -1.10120 -1.99640  -0.075
38 C -0.28120 -1.19820 -3.27010  -0.863
39 C 0.07910 -2.21690 -4.13030  -0.660
40 C 1.01450 -3.17490 -3.74940  -0.830
41 C 1.60270 -3.09090 -2.50980  -0.880
42 C 1.27180 -2.05740 -1.62320  1.205
43 C 1.91630 -1.97170 -0.35310  -0.412
44 N 1.69980 -1.00420 0.48420  0.085
45 N 2.34600 -1.14910 1.69400  -0.859
46 C 2.01860 -0.22290 2.55210  0.375
47 O 1.24460 0.76720 2.20510  -0.117
48 C 2.47880 -0.33470 3.93930  0.204
49 C 1.96600 0.53390 4.90420  0.020
50 C 2.37130 0.42390 6.22090  -0.902
51 C 3.27560 -0.56100 6.58790  -0.386
52 C 3.77270 -1.44240 5.63690  -0.759
53 C 3.38110 -1.33190 4.31660  -0.336
54 H -1.00690 -0.45680 -3.57280  0.428
55 H -0.37500 -2.26840 -5.10800  0.462
56 H 1.27990 -3.97310 -4.42540  0.426
57 H 2.32660 -3.82850 -2.19960  0.451
58 H 2.61080 -2.75610 -0.06090  0.452
59 H 1.24440 1.28290 4.61500  0.140
60 H 1.97850 1.10810 6.95680  0.447
61 H 3.59350 -0.64420 7.61630  0.410
62 H 4.46660 -2.21520 5.93300  0.424
63 H 3.75580 -2.00260 3.56060  0.477
64 Te -1.54680 1.71100 2.52430  0.064
65 C -0.15730 3.13270 3.32600  -0.085
66 C 1.02750 3.50660 2.76170  0.318
67 C 1.77270 4.37320 3.58820  -1.065
68 C 1.13520 4.65750 4.75280  -0.457
69 S -0.39210 3.87660 4.86560  -0.122
70 H 1.36820 3.14600 1.80020  0.363
71 H 2.74180 4.75650 3.32890  0.422
72 H 1.47810 5.28620 5.54960  0.429

Cartesian forces (eV/Å) of the 6 atoms listed first:
W 0.420 -0.929 -2.488
O 0.340 0.273 0.584
C -0.292 0.808 -1.000
C -0.296 -0.380 0.464
C -0.229 0.061 -0.034
C 0.174 0.007 0.021

Net charge: +1
Strongest force on any atom in eV/Å: 2.69
HOMO-LUMO gap in Eh: 0.1982
E_HOMO in eV: -9.86
Energy above the lowest of the compared OMol25 structures with the same formula, charge and spin in eV: 1.656
Calculated total energy in eV: -69795.6458



2.
Entry from the Open Molecules 2025 dataset: C31H35N11Pd as an isolated structure (ωB97M-V/def2-TZVPD).

Each line ends with the Mulliken charge.
Geometry (Å):
1 Pd 0.49659 0.59821 0.05438  0.847
2 C 0.23218 0.62835 -4.27060  -0.971
3 C 1.36296 -0.08946 -4.61124  -0.603
4 C 2.22656 -0.50951 -3.60737  -0.868
5 C 1.93479 -0.19455 -2.29498  0.448
6 N 0.81687 0.49955 -1.96800  0.320
7 C -0.01046 0.89650 -2.93275  -0.314
8 C 2.78478 -0.58505 -1.14715  0.632
9 C 4.08759 -1.05571 -1.19532  -0.868
10 C 4.74970 -1.28547 0.00071  -0.839
11 C 4.13197 -1.03126 1.21614  -0.859
12 C 2.82842 -0.56296 1.20674  0.465
13 N 2.19742 -0.38397 0.03898  0.267
14 C 2.01627 -0.16137 2.37906  0.476
15 C 2.35954 -0.45769 3.68359  -0.725
16 C 1.52047 -0.04554 4.71217  -0.674
17 C 0.36346 0.64446 4.40300  -0.901
18 C 0.07317 0.89755 3.07117  -0.208
19 N 0.87655 0.50983 2.08417  0.319
20 H -0.46522 0.97260 -5.02058  0.488
21 H 1.57351 -0.32863 -5.64464  0.457
22 H 3.11002 -1.08339 -3.84689  0.428
23 H -0.88776 1.43921 -2.60788  0.479
24 H 4.58741 -1.21714 -2.13906  0.461
25 H 5.77009 -1.64360 -0.01448  0.452
26 H 4.66704 -1.17369 2.14351  0.474
27 H 3.26257 -1.01001 3.89990  0.456
28 H 1.77225 -0.26769 5.74020  0.470
29 H -0.31398 0.98390 5.17328  0.475
30 H -0.82234 1.42583 2.77146  0.506
31 C -0.92762 -2.70172 2.43279  -1.086
32 C -1.43550 -2.55106 1.03934  0.942
33 N -0.99340 -1.67178 0.16485  0.202
34 C -1.73850 -1.86732 -0.97820  -0.564
35 C -2.63264 -2.86975 -0.78854  -0.874
36 N -2.43221 -3.30266 0.50279  0.124
37 C -3.24235 -4.32780 1.14834  -1.155
38 N -4.62835 -3.99337 1.06933  0.747
39 N -5.46548 -4.75088 0.30779  -0.630
40 N -6.63727 -4.26614 0.35966  -0.483
41 C -6.61833 -3.14300 1.16560  0.087
42 C -7.64695 -2.27049 1.53014  -0.760
43 C -7.31387 -1.22462 2.35900  -0.584
44 C -5.99251 -1.04328 2.81977  -0.656
45 C -4.96940 -1.89506 2.46698  -0.422
46 C -5.31900 -2.95752 1.62824  1.159
47 H 0.05908 -2.24679 2.49497  -0.032
48 H -0.83108 -3.74591 2.72758  0.546
49 H -1.57837 -2.20783 3.15824  0.173
50 H -1.57966 -1.28442 -1.87132  0.493
51 H -3.38175 -3.31058 -1.42451  0.504
52 H -2.92168 -4.42388 2.18419  0.548
53 H -3.12004 -5.28203 0.63905  0.287
54 H -8.65641 -2.42394 1.17536  0.448
55 H -8.07809 -0.52874 2.67642  0.406
56 H -5.78508 -0.21355 3.48363  0.429
57 H -3.96108 -1.75476 2.83476  0.337
58 C 0.60590 3.79229 0.36444  -0.970
59 N -0.65104 3.87120 -0.35883  0.117
60 C -0.64881 4.81848 -1.46990  -1.166
61 C -1.56733 2.87303 -0.28894  0.655
62 N -1.23053 1.64041 0.04688  0.247
63 N -2.84934 3.17960 -0.58689  0.118
64 C -3.82175 2.13112 -0.85483  -1.268
65 C -3.40837 4.50905 -0.35462  -1.217
66 H 0.93037 4.80736 0.59192  0.406
67 H 1.39217 3.29816 -0.21610  0.266
68 H 0.46869 3.25814 1.30132  0.238
69 H 0.21293 4.62249 -2.11373  0.369
70 H -0.57786 5.84236 -1.10233  0.353
71 H -1.55368 4.71914 -2.06170  0.400
72 H -2.03039 1.06229 0.26858  -0.169
73 H -3.36352 1.31561 -1.41332  0.348
74 H -4.62332 2.54831 -1.46114  0.366
75 H -4.26605 1.73084 0.06240  0.446
76 H -2.66055 5.16071 0.08549  0.396
77 H -4.24777 4.42747 0.33762  0.416
78 H -3.76901 4.95075 -1.28438  0.372

Cartesian forces (eV/Å) of the 6 atoms listed first:
Pd 0.499 -0.127 -0.098
C -0.047 0.045 0.032
C 0.042 -0.034 0.005
C -0.009 0.062 -0.003
C 0.007 -0.061 -0.024
N -0.173 -0.149 -0.101

Net charge: +2
Strongest force on any atom in eV/Å: 0.53
HOMO-LUMO gap in Eh: 0.2411
E_HOMO in eV: -12.86
Energy above the lowest of the compared OMol25 structures with the same formula, charge and spin in eV: 0.396
Calculated total energy in eV: -52574.4144



3.
Entry from the Open Molecules 2025 dataset: an isolated molecule of C5H10O at a distorted geometry (ωB97M-V/def2-TZVPD).

Each line ends with the Mulliken charge.
Geometry (Å):
1 C -1.47366 0.21614 -0.35140  -0.846
2 C -0.55007 0.08804 0.80303  0.067
3 C -1.30089 -1.14621 0.42673  -0.573
4 O 0.86215 -1.06176 -0.84383  -0.609
5 C 0.89016 -0.14802 0.25630  0.133
6 C 1.65017 1.07232 -0.24001  -1.225
7 H -2.50069 0.52717 -0.20756  0.262
8 H 0.03790 -0.87967 -1.32240  0.393
9 H -1.06524 0.72319 -1.23754  0.217
10 H -0.65808 0.64169 1.73450  0.402
11 H -2.27146 -1.44722 0.78740  0.281
12 H -0.63589 -2.00486 0.32351  0.222
13 H 1.45580 -0.65706 1.04662  0.353
14 H 2.59263 0.70472 -0.66011  0.332
15 H 1.86675 1.80828 0.53880  0.355
16 H 1.10041 1.56325 -1.05406  0.235

Cartesian forces (eV/Å) of the 6 atoms listed first:
C -0.203 -0.083 0.050
C 0.168 0.020 0.070
C -0.372 0.007 -0.100
O 0.257 0.154 -0.146
C 0.129 0.170 0.211
C 0.007 0.122 0.079

Structure (SMILES): C[C@H](O)C1CC1
Net charge: 0
Strongest force on any atom in eV/Å: 1.11
HOMO-LUMO gap in Eh: 0.4004
E_HOMO in eV: -9.80
Energy above the lowest of the compared OMol25 structures with the same formula, charge and spin in eV: 2.190
Calculated total energy in eV: -7392.5758



4.
Entry from the Open Molecules 2025 dataset: a 6-piece molecular cluster, C44H90N6O7 overall at a distorted geometry (ωB97M-V/def2-TZVPD).

Each line ends with the Mulliken charge.
Geometry (Å):
1 N 0.47216 -0.88982 -1.86988  0.982
2 O 0.27484 -0.63438 -0.67305  -0.662
3 O 0.96038 -1.98805 -2.18223  -0.669
4 O 0.07620 -0.05128 -2.64147  -0.649
5 C 0.95179 2.79282 9.98506  -1.507
6 C -0.09728 3.60635 9.32997  1.135
7 C -0.01057 3.65672 7.78588  -1.154
8 C -0.44158 2.32461 7.14828  -0.745
9 C -1.95854 2.11258 7.60485  -1.309
10 C -2.28825 2.04675 9.12022  1.529
11 N -1.51717 3.16967 9.81098  0.714
12 O -2.13098 3.81604 10.94552  -0.191
13 C -1.92076 0.66936 9.70151  -1.650
14 C -3.77709 2.30662 9.22715  -1.684
15 C 0.12025 5.15091 9.67635  -1.604
16 H 1.92954 3.18029 9.69876  0.403
17 H 0.90819 1.73945 9.70826  0.319
18 H 0.95006 2.72330 11.07283  0.408
19 H 0.97373 3.99709 7.46431  0.505
20 H -0.66047 4.35837 7.26298  0.430
21 H 0.12368 1.50985 7.60077  0.327
22 H -0.41921 2.38633 6.06026  0.434
23 H -2.38988 1.28491 7.04181  0.475
24 H -2.36058 3.04017 7.19735  0.440
25 H -1.85827 0.70125 10.78925  0.427
26 H -1.02851 0.19255 9.29573  0.337
27 H -2.67404 -0.07809 9.45258  0.437
28 H -4.11362 2.15478 10.25272  0.420
29 H -4.39333 1.65160 8.61128  0.416
30 H -4.00498 3.31131 8.87110  0.445
31 H -0.71907 5.79010 9.40233  0.429
32 H 1.03709 5.51626 9.21369  0.407
33 H 0.18780 5.42285 10.72971  0.407
34 C 3.53423 -6.53426 5.45623  -1.608
35 C 2.43622 -7.08558 4.49240  1.090
36 C 2.22420 -8.61656 4.81772  -1.161
37 C 1.05615 -9.27881 4.05890  -0.682
38 C -0.23190 -8.60375 4.56350  -0.955
39 C -0.25454 -7.07843 4.31704  1.037
40 N 1.04361 -6.45898 4.82290  0.704
41 O 1.03468 -5.17610 5.38014  -0.274
42 C -1.34622 -6.40682 5.21772  -1.618
43 C -0.41458 -6.89855 2.78089  -1.364
44 C 2.84752 -6.81034 2.97113  -1.392
45 H 4.48469 -6.98614 5.17244  0.443
46 H 3.33705 -6.86710 6.47526  0.425
47 H 3.67561 -5.45763 5.36145  0.402
48 H 2.24984 -8.82737 5.88682  0.468
49 H 3.15326 -9.13513 4.58100  0.446
50 H 0.99128 -10.34242 4.28829  0.427
51 H 1.16260 -9.27137 2.97413  0.364
52 H -0.16659 -8.65639 5.65026  0.428
53 H -1.06832 -9.17280 4.15770  0.433
54 H -1.55777 -5.37717 4.92933  0.395
55 H -1.02447 -6.40910 6.25916  0.448
56 H -2.27694 -6.97094 5.15746  0.402
57 H 0.40259 -7.51186 2.40116  0.213
58 H -0.30612 -5.89581 2.36753  0.389
59 H -1.39019 -7.28012 2.47977  0.377
60 H 2.60222 -5.77504 2.73433  0.399
61 H 2.29156 -7.45307 2.28855  0.350
62 H 3.91397 -7.00835 2.86355  0.417
63 C 1.74455 10.67818 -1.72241  -1.549
64 C 1.05173 9.49279 -2.45610  1.124
65 C 1.81967 8.13523 -2.30922  -1.160
66 C 1.39524 7.20802 -1.13691  -0.641
67 C -0.10587 7.02053 -1.02628  -0.902
68 C -0.87972 8.41243 -0.87757  1.141
69 N -0.42945 9.24789 -2.09096  0.690
70 O -1.42225 9.63441 -3.00476  -0.264
71 C -0.42228 9.02951 0.47758  -1.439
72 C -2.39260 8.18073 -0.81961  -1.685
73 C 1.11911 9.84035 -4.00204  -1.666
74 H 1.14569 11.58060 -1.84525  0.446
75 H 2.66490 10.95042 -2.23906  0.458
76 H 2.05021 10.45804 -0.69955  0.323
77 H 2.89920 8.19538 -2.44737  0.476
78 H 1.56551 7.53678 -3.18407  0.472
79 H 1.89766 7.66276 -0.28319  0.315
80 H 1.85505 6.23001 -1.27897  0.441
81 H -0.35837 6.50511 -0.09963  0.387
82 H -0.48233 6.42912 -1.86091  0.374
83 H -0.83923 8.50854 1.33946  0.374
84 H -0.65463 10.09433 0.46083  0.415
85 H 0.66033 9.04195 0.60365  0.315
86 H -2.60067 7.49417 0.00103  0.411
87 H -2.82557 7.70430 -1.69919  0.416
88 H -3.02709 9.05340 -0.66477  0.421
89 H 2.13160 10.06061 -4.34033  0.422
90 H 0.68396 10.81944 -4.20226  0.457
91 H 0.57595 9.13389 -4.62973  0.432
92 C -5.63838 -0.50300 -1.88833  -1.654
93 C -6.08055 -0.32926 -3.40358  1.328
94 C -5.91388 1.14574 -3.88817  -1.205
95 C -6.05134 1.30955 -5.35788  -0.680
96 C -5.09552 0.48412 -6.16399  -1.092
97 C -5.08560 -1.00943 -5.79642  1.304
98 N -5.12839 -1.21155 -4.26447  0.610
99 O -4.79618 -2.52599 -3.81355  -0.217
100 C -3.81790 -1.61839 -6.43495  -1.687
101 C -6.26374 -1.71276 -6.44701  -1.480
102 C -7.53892 -0.82242 -3.55153  -1.438
103 H -4.74805 0.02288 -1.54357  0.401
104 H -5.63797 -1.55828 -1.61545  0.429
105 H -6.34354 0.01368 -1.23727  0.435
106 H -4.91186 1.50502 -3.65370  0.413
107 H -6.58720 1.79259 -3.32574  0.403
108 H -5.93533 2.37491 -5.55701  0.432
109 H -7.09742 1.12175 -5.59984  0.346
110 H -4.14201 0.86281 -5.79587  0.371
111 H -5.12152 0.74444 -7.22212  0.485
112 H -2.85572 -1.24920 -6.07997  0.454
113 H -3.77344 -1.38888 -7.49958  0.409
114 H -3.64647 -2.67448 -6.22657  0.425
115 H -6.19784 -1.66567 -7.53400  0.430
116 H -7.22863 -1.24847 -6.24323  0.283
117 H -6.36294 -2.79117 -6.32327  0.403
118 H -7.98969 -0.55156 -4.50628  0.261
119 H -8.26323 -0.45637 -2.82389  0.412
120 H -7.61919 -1.89740 -3.38998  0.417
121 C 5.11367 -0.36629 -7.18474  -1.319
122 C 5.47171 -1.76737 -7.77591  -0.577
123 C 6.27345 -2.75228 -6.87730  -0.590
124 N 6.06868 -4.19489 -7.34131  0.239
125 C 6.40108 -4.35827 -8.82618  -1.106
126 C 4.58107 -4.74322 -7.05203  -0.601
127 C 4.75206 -6.05769 -6.31327  -0.446
128 C 6.16789 -6.48097 -6.43725  -0.670
129 C 6.91881 -5.16758 -6.46201  -0.643
130 H 4.62158 -0.48177 -6.21902  0.363
131 H 4.54948 0.08338 -8.00182  0.370
132 H 6.01411 0.24748 -7.16073  0.348
133 H 5.86309 -1.76671 -8.79322  0.415
134 H 4.48137 -2.21188 -7.87463  0.370
135 H 5.88748 -2.76084 -5.85796  0.426
136 H 7.32942 -2.48733 -6.93021  0.397
137 H 5.70617 -3.77953 -9.43466  0.419
138 H 6.30178 -5.41995 -9.05213  0.452
139 H 7.40850 -4.02294 -9.07268  0.321
140 H 4.28239 -5.04559 -8.05576  0.237
141 H 3.91256 -4.00722 -6.60540  0.429
142 H 4.12993 -6.83282 -6.76072  0.318
143 H 4.55268 -5.77696 -5.27908  0.317
144 H 6.41507 -7.15331 -7.25881  0.358
145 H 6.35874 -7.04198 -5.52241  0.354
146 H 7.97392 -5.11877 -6.73122  0.406
147 H 6.91024 -4.66211 -5.49634  0.413

Cartesian forces (eV/Å) of the 6 atoms listed first:
N -0.658 -0.866 2.376
O 0.367 -0.296 1.886
O 0.438 -0.176 -0.925
O -0.273 1.324 -3.361
C 0.787 -1.880 0.701
C -0.894 4.226 -0.055

Net charge: +4
Strongest force on any atom in eV/Å: 10.20
HOMO-LUMO gap in Eh: 0.0486
E_HOMO in eV: -11.74
Energy above the lowest of the compared OMol25 structures with the same formula, charge and spin in eV: 3.810
Calculated total energy in eV: -70306.5004